Molecular formula: C76H65ClCoNP4Si
Method: DFT, ωB97M-V/def2-TZVPD

Geometry as XYZ:
```
149
Properties=species:S:1:pos:R:3:forces:R:3:mulliken_charge:R:1
Co -0.111 -0.449 1.009 1.25 -0.60 0.82 -2.64
C -3.526 -1.075 6.216 -0.02 -0.04 -0.03 -0.65
C -3.099 0.021 5.474 -0.03 0.05 0.02 -0.56
C -2.065 -0.118 4.569 -0.03 -0.06 -0.13 -0.52
C -1.430 -1.350 4.379 -0.10 -0.01 0.00 1.22
C -1.872 -2.443 5.116 0.01 0.08 -0.07 -0.55
C -2.913 -2.303 6.027 -0.12 -0.01 0.08 -0.66
P -0.009 -1.269 3.195 -0.46 0.30 -1.02 1.22
C 0.822 -2.872 3.498 0.03 -0.12 0.15 0.70
C 0.134 -4.057 3.216 0.08 0.08 0.07 -0.75
C 0.714 -5.290 3.460 -0.08 -0.04 0.07 -0.78
C 2.006 -5.365 3.961 0.01 0.06 -0.01 -0.82
C 2.724 -4.197 4.177 0.09 -0.19 0.02 -0.68
C 2.141 -2.960 3.943 -0.18 0.05 -0.01 -0.48
C 0.974 -0.124 4.241 0.13 0.14 0.31 -0.98
C 1.142 -0.354 5.610 0.11 -0.03 -0.07 -0.35
C 1.764 0.591 6.405 0.05 -0.05 0.15 -0.97
C 2.227 1.775 5.840 0.03 0.03 -0.12 -0.90
C 2.094 1.983 4.477 0.00 -0.05 0.21 0.26
C 1.456 1.045 3.658 -0.01 0.09 -0.24 0.05
Si 1.311 1.145 1.742 -0.98 -0.80 0.00 1.49
C 1.340 3.042 1.455 0.42 -0.31 -0.30 1.11
C 0.680 3.876 2.368 -0.02 0.15 0.02 -0.27
C 0.602 5.244 2.181 -0.08 -0.07 0.03 -0.99
C 1.187 5.830 1.062 0.01 0.10 -0.09 -1.08
C 1.783 5.025 0.110 -0.02 -0.02 0.04 0.07
C 1.837 3.637 0.284 -0.02 0.06 0.17 -1.06
P 2.500 2.551 -1.033 0.19 0.41 0.01 2.07
C 4.295 2.951 -0.968 0.00 -0.15 -0.04 0.53
C 4.885 3.628 0.097 -0.07 0.02 -0.09 -0.99
C 6.257 3.829 0.135 0.07 0.06 0.01 -0.65
C 7.067 3.360 -0.889 -0.02 -0.01 0.02 -0.73
C 6.495 2.656 -1.939 0.05 -0.02 -0.09 -0.76
C 5.126 2.442 -1.969 -0.05 0.01 0.10 -0.66
C 1.936 3.556 -2.486 0.05 -0.10 0.00 0.19
C 0.553 3.728 -2.607 0.03 0.04 -0.01 0.04
C 0.008 4.392 -3.692 -0.07 0.01 0.05 -0.51
C 0.833 4.906 -4.684 0.03 0.02 -0.02 -0.85
C 2.204 4.740 -4.577 0.01 0.02 -0.07 -0.61
C 2.752 4.069 -3.490 -0.04 -0.03 0.06 -0.78
C 3.038 0.260 1.541 0.07 0.34 0.07 0.81
C 4.207 0.815 2.069 0.19 -0.06 -0.09 0.08
C 5.369 0.077 2.218 0.02 0.05 0.04 -0.92
C 5.386 -1.258 1.839 0.00 -0.07 0.04 -1.26
C 4.253 -1.825 1.279 0.02 0.02 0.08 -0.26
C 3.078 -1.084 1.128 0.29 -0.12 0.00 -0.79
P 1.574 -1.677 0.265 -1.09 0.64 0.24 1.95
C 1.337 -3.512 0.295 0.13 -0.08 0.01 1.62
C 0.042 -3.868 -0.108 0.05 -0.07 0.06 -0.95
C -0.298 -5.190 -0.342 -0.01 -0.06 -0.02 -0.72
C 0.639 -6.195 -0.141 -0.04 0.01 0.02 -0.80
C 1.904 -5.861 0.312 0.06 -0.12 -0.01 -0.88
C 2.253 -4.535 0.526 -0.03 0.02 -0.06 -0.91
C 2.201 -1.621 -1.476 0.10 0.03 -0.09 1.63
C 3.367 -0.939 -1.828 -0.15 -0.08 0.01 -0.83
C 3.834 -0.964 -3.136 0.08 0.11 -0.02 -0.61
C 3.151 -1.664 -4.118 -0.04 0.02 -0.04 -0.90
C 1.970 -2.315 -3.786 -0.02 0.01 -0.06 -0.78
C 1.494 -2.278 -2.487 0.07 0.07 0.02 -0.42
H -4.335 -0.973 6.929 0.00 0.01 0.00 0.35
H -3.571 0.987 5.610 0.00 0.00 0.00 0.41
H -1.720 0.731 3.986 -0.03 0.03 0.03 0.30
H -1.404 -3.410 4.994 0.04 0.00 0.04 0.42
H -3.248 -3.160 6.599 0.03 -0.02 -0.01 0.42
H -0.867 -4.009 2.804 -0.02 0.02 -0.02 0.39
H 0.152 -6.197 3.267 0.02 0.01 -0.06 0.41
H 2.450 -6.331 4.172 0.04 0.01 -0.02 0.38
H 3.739 -4.250 4.551 0.02 0.03 -0.04 0.42
H 2.708 -2.054 4.120 0.01 -0.01 0.03 0.32
H 0.786 -1.279 6.051 -0.05 0.02 0.02 0.53
H 1.901 0.411 7.465 -0.07 -0.01 0.00 0.36
H 2.693 2.529 6.465 0.04 -0.02 0.00 0.41
H 2.482 2.893 4.034 0.01 0.03 0.05 0.43
H 0.207 3.436 3.239 0.04 -0.01 0.03 0.48
H 0.078 5.861 2.902 0.03 0.00 0.03 0.43
H 1.152 6.904 0.924 0.00 -0.01 -0.02 0.38
H 2.206 5.471 -0.783 -0.02 0.02 -0.01 0.56
H 4.265 4.003 0.901 -0.02 0.03 0.01 0.35
H 6.694 4.368 0.968 0.01 -0.02 0.01 0.42
H 8.135 3.535 -0.865 0.01 -0.02 0.01 0.37
H 7.116 2.267 -2.737 0.01 -0.01 0.02 0.43
H 4.690 1.868 -2.778 0.01 -0.02 -0.02 0.54
H -0.102 3.335 -1.838 -0.01 0.01 0.01 0.53
H -1.067 4.501 -3.760 -0.01 0.02 0.00 0.38
H 0.412 5.436 -5.530 -0.02 -0.03 -0.01 0.37
H 2.859 5.136 -5.345 0.01 0.01 0.01 0.39
H 3.826 3.962 -3.428 0.02 0.01 0.01 0.42
H 4.197 1.851 2.393 -0.01 0.01 0.04 0.36
H 6.254 0.527 2.655 0.00 0.03 -0.03 0.38
H 6.277 -1.858 1.988 0.01 0.00 -0.06 0.39
H 4.289 -2.859 0.970 0.07 0.08 -0.08 0.44
H -0.699 -3.083 -0.243 0.06 -0.01 0.03 0.61
H -1.292 -5.439 -0.694 -0.03 0.03 0.05 0.42
H 0.380 -7.231 -0.324 0.00 0.00 0.00 0.34
H 2.637 -6.641 0.483 0.00 0.01 0.06 0.40
H 3.248 -4.322 0.886 -0.03 -0.02 -0.05 0.05
H 3.917 -0.396 -1.070 0.05 0.00 -0.04 0.32
H 4.751 -0.441 -3.380 0.01 -0.01 -0.02 0.50
H 3.523 -1.697 -5.135 0.03 0.01 0.02 0.38
H 1.414 -2.851 -4.546 -0.03 0.02 -0.01 0.42
H 0.561 -2.771 -2.256 -0.02 -0.06 0.00 0.35
Cl -0.525 0.725 -0.977 -0.32 0.60 0.22 1.35
C -0.774 0.415 -2.663 -0.95 -0.67 -0.62 -0.22
C 0.275 0.722 -3.512 0.12 -0.12 -0.01 0.17
C 0.136 0.562 -4.878 -0.07 -0.01 -0.04 -1.30
C -1.063 0.108 -5.397 0.20 0.01 -0.34 -1.05
C -2.121 -0.181 -4.560 -0.25 -0.22 0.45 -0.53
C -2.015 -0.068 -3.167 0.79 0.91 0.05 -0.02
P -3.506 -0.145 -2.120 0.39 -0.57 0.04 0.62
C -4.829 -0.394 -3.356 -0.37 -0.35 0.21 0.61
C -4.788 -1.637 -3.997 -0.09 0.10 0.05 -1.20
C -5.830 -2.056 -4.805 0.00 -0.02 -0.05 -0.77
C -6.936 -1.234 -4.989 0.02 0.08 0.09 -0.65
C -7.000 -0.013 -4.333 -0.15 -0.09 -0.15 -0.64
C -5.965 0.394 -3.503 0.27 0.16 -0.03 -0.90
C -3.690 1.591 -1.578 0.28 0.14 0.06 0.80
C -3.743 2.620 -2.519 -0.02 -0.23 0.04 -0.48
C -3.797 3.940 -2.106 -0.03 0.15 -0.03 -0.96
C -3.762 4.249 -0.752 0.02 -0.18 0.05 -0.65
C -3.650 3.232 0.188 -0.06 0.36 -0.06 -0.79
C -3.611 1.912 -0.224 -0.03 -0.43 -0.04 0.20
H 1.207 1.086 -3.104 -0.01 -0.13 0.11 0.22
H 0.961 0.795 -5.537 0.05 0.03 0.03 0.49
H -1.176 -0.008 -6.468 -0.04 -0.01 0.01 0.45
H -3.059 -0.510 -4.986 0.17 0.13 -0.11 0.39
H -3.929 -2.277 -3.834 -0.05 -0.06 -0.01 0.68
H -5.791 -3.030 -5.276 0.03 0.03 -0.04 0.42
H -7.749 -1.554 -5.627 -0.02 0.00 0.01 0.39
H -7.869 0.621 -4.461 0.00 0.00 0.04 0.43
H -6.045 1.328 -2.961 0.00 0.01 -0.03 0.38
H -3.722 2.369 -3.575 -0.05 0.09 -0.02 0.60
H -3.861 4.737 -2.838 0.03 -0.03 -0.02 0.44
H -3.800 5.282 -0.431 0.03 0.00 -0.01 0.40
H -3.580 3.482 1.239 0.03 -0.08 0.00 0.44
H -3.476 1.118 0.506 -0.03 0.02 -0.08 0.40
C -5.829 -1.007 -0.329 0.10 -0.05 -0.15 -1.46
C -4.565 -1.889 -0.353 0.10 0.06 0.08 1.91
C -4.927 -3.250 -0.965 0.08 0.15 0.08 -1.55
C -4.099 -2.104 1.078 0.07 0.06 0.18 -1.61
N -3.415 -1.303 -1.071 -0.38 0.37 -0.46 0.35
H -6.474 -1.269 0.512 -0.01 -0.05 -0.02 0.49
H -6.406 -1.123 -1.249 -0.03 0.04 0.02 0.37
H -5.552 0.043 -0.230 -0.10 0.04 0.12 0.21
H -5.228 -3.132 -2.005 -0.04 -0.05 0.00 0.35
H -5.756 -3.701 -0.413 0.01 -0.04 0.00 0.45
H -4.065 -3.917 -0.921 0.02 -0.02 -0.02 0.05
H -3.841 -1.139 1.520 0.08 -0.07 0.10 0.39
H -3.208 -2.732 1.074 0.10 0.04 0.10 0.07
H -4.868 -2.576 1.697 -0.01 -0.02 -0.03 0.47
```
Forces are in eV/Å.

Multiplicity   2
Charge   -1
E_HOMO (alpha / beta)   -2.388 / -1.896 eV
LUMO (alpha / beta)   2.2 / 2.2 eV
Gap between HOMO and LUMO (alpha / beta)   4.63 / 4.14 eV

---

Molecular formula: C76H73BrN10O4Ti
Method: DFT, ωB97M-V/def2-TZVPD

Geometry as XYZ:
```
165
Properties=species:S:1:pos:R:3:forces:R:3:mulliken_charge:R:1
Ti 0.441 -0.297 0.553 0.76 -0.04 0.48 -1.55
C 6.525 -3.461 0.773 0.04 0.12 0.01 -1.78
C 6.687 -1.935 0.784 0.17 -0.05 0.11 2.75
C 5.577 -1.295 1.624 0.11 -0.01 -0.25 -2.26
C 8.055 -1.558 1.358 -0.13 -0.07 -0.24 -1.93
C 6.663 -1.529 -0.699 -0.09 -0.06 0.55 0.16
O 7.679 -1.346 -1.331 0.25 0.05 -0.20 -0.69
N 5.417 -1.498 -1.244 -0.51 0.06 0.04 0.76
C 5.073 -1.392 -2.596 -0.09 0.09 -0.28 0.54
C 5.997 -1.579 -3.622 0.20 -0.05 -0.01 -0.56
C 5.593 -1.511 -4.942 -0.07 -0.03 0.01 -0.69
C 4.270 -1.265 -5.264 -0.08 0.05 -0.10 -1.19
C 3.353 -1.073 -4.248 0.16 -0.14 0.00 -0.01
C 3.738 -1.124 -2.912 0.10 -0.02 -0.08 -0.13
C 2.686 -0.892 -1.891 -0.32 0.03 0.38 0.76
C 2.070 -1.987 -1.287 0.18 0.25 -0.58 1.22
C 2.285 -3.352 -1.688 -0.20 -0.11 0.24 -2.12
C 1.155 -4.031 -1.366 0.26 0.25 0.07 -1.94
C 0.276 -3.110 -0.707 -0.84 -0.54 -0.11 -0.46
N 0.898 -1.886 -0.580 -0.01 -0.19 -0.11 1.57
C -1.056 -3.342 -0.386 0.57 0.40 0.12 0.48
C -1.812 -2.431 0.365 -0.36 -0.60 -0.28 0.28
C -3.088 -2.707 0.908 0.29 0.17 -0.04 -1.47
C -3.301 -1.792 1.906 0.18 -0.11 -0.14 -1.48
C -2.156 -0.960 1.956 -0.17 0.13 0.19 0.42
C -1.932 0.185 2.806 0.43 0.09 -0.62 0.01
C -1.531 1.323 2.063 -0.58 -0.18 -0.01 -0.84
N -0.779 1.257 0.931 -0.39 0.35 0.11 1.48
C -0.939 2.465 0.286 0.09 0.53 -0.64 0.46
C -0.282 2.828 -0.881 0.23 -0.37 0.40 -0.64
C 0.644 1.997 -1.524 -0.31 0.75 -0.19 -0.20
C 1.547 2.452 -2.528 -0.07 -0.32 0.16 -1.65
C 2.454 1.453 -2.725 -0.19 0.20 0.11 -1.93
C 2.067 0.373 -1.879 0.42 -0.32 -0.24 0.58
N 0.959 0.709 -1.150 0.06 0.09 -0.05 1.02
C -0.414 4.234 -1.351 -0.09 0.05 -0.04 0.49
C 0.437 5.185 -0.809 -0.10 0.07 -0.11 -0.03
C 0.374 6.507 -1.211 0.10 0.04 0.08 -1.18
C -0.585 6.883 -2.133 0.01 -0.06 0.02 -0.97
C -1.464 5.953 -2.657 -0.08 0.05 0.04 -0.15
C -1.378 4.608 -2.303 0.29 0.31 0.06 0.59
N -2.211 3.588 -2.761 0.23 -0.40 0.71 0.24
C -3.008 3.263 -3.834 -0.17 -0.03 -0.31 -0.02
O -3.593 2.203 -3.757 -0.13 -0.13 -0.12 -0.79
C -3.165 4.173 -5.053 -0.10 -0.12 -0.25 2.38
C -3.791 3.337 -6.179 0.01 -0.04 0.26 -1.93
C -4.159 5.288 -4.681 0.08 -0.10 0.06 -1.73
C -1.822 4.694 -5.575 -0.03 -0.04 0.17 -1.74
C -1.831 3.294 1.034 0.09 -0.26 0.21 -1.62
C -2.168 2.604 2.157 0.24 0.13 -0.27 -1.13
C -2.256 0.249 4.209 -0.26 0.26 0.61 0.74
C -3.018 -0.759 4.832 -0.11 0.18 -0.16 -0.77
C -3.322 -0.743 6.174 -0.08 0.01 0.04 -1.12
C -2.826 0.265 6.986 0.10 0.00 -0.14 -0.93
C -2.005 1.229 6.429 -0.04 -0.01 0.18 -0.58
C -1.718 1.245 5.070 -0.24 -0.27 -0.01 1.12
N -0.798 2.212 4.612 0.21 -0.33 -0.11 0.60
C -0.843 3.531 4.962 0.42 0.12 -0.24 -0.32
O -1.679 3.981 5.715 -0.28 0.12 0.18 -0.66
C 0.256 4.445 4.392 0.07 0.20 -0.02 3.31
C -0.441 5.578 3.628 -0.05 -0.12 0.13 -1.89
C 0.983 5.037 5.610 -0.19 -0.08 -0.06 -2.25
C 1.260 3.749 3.474 -0.17 0.04 0.21 -2.08
N -1.295 -1.296 0.957 -0.08 -0.08 0.17 1.23
C -1.644 -4.661 -0.730 -0.08 -0.06 -0.03 0.52
C -1.247 -5.772 0.000 -0.10 0.01 -0.04 0.28
C -1.727 -7.033 -0.292 0.04 -0.14 0.06 -1.34
C -2.598 -7.193 -1.354 -0.01 0.07 0.03 -0.88
C -2.992 -6.100 -2.103 0.06 -0.04 -0.05 -0.16
C -2.550 -4.818 -1.792 0.12 -0.32 0.17 -0.08
N -2.863 -3.695 -2.550 0.57 0.45 0.38 0.40
C -3.752 -3.391 -3.560 -0.11 0.03 -0.18 -0.25
O -3.384 -2.577 -4.381 -0.08 0.06 -0.17 -0.67
C -5.189 -3.927 -3.579 -0.25 0.06 -0.10 2.45
C -5.318 -5.007 -4.664 0.13 0.11 0.11 -1.63
C -6.065 -2.733 -4.000 0.20 -0.03 -0.07 -1.97
C -5.692 -4.417 -2.221 0.11 -0.02 -0.11 -1.72
H 6.590 -3.859 1.783 0.00 -0.04 0.14 0.44
H 5.563 -3.744 0.350 -0.09 -0.08 -0.01 0.21
H 7.311 -3.910 0.172 0.09 -0.13 -0.04 0.47
H 5.769 -1.489 2.678 -0.01 -0.04 0.09 0.59
H 5.548 -0.216 1.482 -0.02 0.09 0.00 0.56
H 4.589 -1.704 1.401 -0.09 -0.01 -0.02 0.16
H 8.186 -1.977 2.352 -0.07 -0.04 0.14 0.40
H 8.840 -1.937 0.709 0.09 0.01 0.02 0.44
H 8.162 -0.477 1.413 0.04 0.11 0.03 0.38
H 4.620 -1.540 -0.624 0.23 -0.01 0.04 -0.63
H 7.026 -1.775 -3.378 0.03 0.02 0.03 0.52
H 6.320 -1.663 -5.725 0.09 -0.01 -0.06 0.40
H 3.953 -1.227 -6.295 -0.03 0.01 -0.08 0.43
H 2.314 -0.885 -4.477 -0.12 0.03 -0.03 0.58
H 3.147 -3.716 -2.218 0.10 0.00 -0.11 0.78
H 0.929 -5.062 -1.558 -0.07 -0.15 -0.11 0.77
H -3.740 -3.504 0.605 -0.07 -0.18 -0.08 0.94
H -4.203 -1.687 2.472 -0.11 0.07 0.20 0.97
H 1.519 3.421 -2.986 -0.03 0.17 -0.11 0.73
H 3.302 1.452 -3.381 0.11 -0.02 -0.12 0.68
H 1.163 4.872 -0.071 0.07 -0.05 0.08 0.51
H 1.056 7.235 -0.801 0.08 0.09 0.06 0.46
H -0.662 7.913 -2.447 -0.03 0.11 -0.02 0.40
H -2.221 6.299 -3.335 -0.08 -0.03 -0.08 0.35
H -2.173 2.781 -2.139 -0.19 0.12 -0.24 -0.03
H -4.697 2.849 -5.832 -0.05 -0.02 -0.02 0.39
H -4.030 3.977 -7.024 0.02 0.12 -0.09 0.44
H -3.102 2.562 -6.507 0.04 -0.08 -0.06 0.42
H -5.174 4.906 -4.756 -0.09 -0.01 0.01 0.42
H -4.027 5.639 -3.661 -0.03 0.12 0.05 0.39
H -4.057 6.131 -5.361 0.00 0.10 -0.07 0.37
H -1.190 3.854 -5.858 0.07 -0.07 -0.06 0.37
H -1.996 5.300 -6.462 -0.01 0.04 -0.07 0.44
H -1.274 5.292 -4.857 0.07 0.04 -0.08 0.48
H -2.170 4.268 0.733 -0.02 0.15 -0.06 0.99
H -2.841 2.897 2.939 -0.14 0.04 0.16 0.73
H -3.370 -1.585 4.242 -0.01 -0.07 -0.02 0.30
H -3.936 -1.529 6.591 -0.02 -0.08 0.02 0.45
H -3.044 0.278 8.043 -0.01 0.05 0.09 0.38
H -1.565 1.988 7.057 0.00 0.06 0.00 0.53
H -0.251 1.949 3.802 0.03 0.18 0.26 -0.57
H -1.224 6.013 4.243 -0.08 0.07 0.05 0.45
H 0.273 6.360 3.375 0.12 0.03 -0.05 0.47
H -0.889 5.205 2.709 -0.03 0.01 -0.09 0.21
H 0.255 5.451 6.304 -0.01 0.04 0.04 0.46
H 1.558 4.272 6.129 0.08 -0.08 0.07 0.39
H 1.659 5.834 5.306 0.11 0.02 -0.10 0.48
H 0.775 3.322 2.593 -0.03 -0.04 -0.14 -0.17
H 1.993 4.476 3.124 0.02 0.01 -0.02 0.87
H 1.798 2.963 4.002 0.06 -0.06 -0.02 0.43
H -0.546 -5.633 0.809 0.09 0.03 0.10 0.59
H -1.408 -7.881 0.291 0.03 -0.12 0.07 0.47
H -2.961 -8.174 -1.616 -0.05 -0.13 -0.05 0.43
H -3.620 -6.254 -2.962 -0.06 0.00 -0.08 0.19
H -2.121 -2.997 -2.526 -0.18 -0.11 -0.18 0.12
H -5.129 -4.571 -5.642 0.02 0.02 -0.09 0.42
H -4.617 -5.826 -4.527 0.01 -0.10 -0.04 0.28
H -6.324 -5.419 -4.654 -0.11 -0.01 0.00 0.39
H -5.693 -2.303 -4.926 -0.02 0.03 -0.01 0.38
H -7.093 -3.056 -4.148 -0.11 -0.10 0.05 0.47
H -6.044 -1.959 -3.236 -0.04 0.10 0.06 0.44
H -5.222 -5.340 -1.898 -0.07 -0.02 0.08 0.42
H -5.519 -3.657 -1.461 -0.02 0.05 0.11 0.27
H -6.764 -4.595 -2.288 -0.08 0.00 0.01 0.49
Br -1.840 -5.249 5.846 0.04 0.03 -0.10 -0.22
C -0.918 -3.992 4.761 -0.01 -0.01 0.08 -0.47
C -0.662 -2.731 5.271 0.02 -0.35 0.10 -0.90
C -0.009 -1.810 4.481 0.22 0.03 -0.44 -0.13
C 0.381 -2.126 3.173 -0.39 -0.98 0.71 -0.65
C 0.157 -3.422 2.701 0.15 0.48 0.05 -0.27
C -0.498 -4.346 3.488 -0.08 -0.18 0.20 -0.68
N 1.042 -1.172 2.393 0.31 1.21 -0.53 1.22
C 2.024 -0.546 3.042 0.31 -0.22 0.25 -1.02
C 2.675 0.546 2.470 0.27 0.36 0.01 0.72
C 3.769 1.165 3.126 -0.26 -0.11 -0.15 -1.10
C 4.379 2.242 2.554 -0.16 -0.07 -0.12 -0.99
C 3.884 2.699 1.322 -0.12 -0.20 0.03 -1.37
C 2.818 2.047 0.736 0.30 0.53 -0.37 0.16
N 2.201 0.980 1.257 -0.16 -0.88 0.84 1.48
H -0.973 -2.477 6.274 -0.02 0.05 -0.01 0.57
H 0.170 -0.815 4.864 0.00 0.03 0.02 0.60
H 0.537 -3.695 1.728 -0.04 -0.02 -0.07 0.75
H -0.657 -5.354 3.134 -0.07 -0.05 -0.04 0.49
H 2.367 -0.914 4.008 -0.11 0.02 -0.13 0.62
H 4.091 0.756 4.071 0.06 -0.02 0.11 0.53
H 5.215 2.730 3.028 0.10 0.05 0.08 0.47
H 4.333 3.544 0.827 -0.03 0.08 -0.12 0.58
H 2.457 2.424 -0.208 -0.08 -0.12 -0.05 -0.08
```
Forces are in eV/Å.

Multiplicity   3
Charge   0
E_HOMO (alpha / beta)   -5.844 / -7.108 eV
LUMO (alpha / beta)   -1.2 / -1.6 eV
Gap between HOMO and LUMO (alpha / beta)   4.68 / 5.46 eV

---

- Which of these has the lowest multiplicity?
  C76H65ClCoNP4Si

---

- Among the records above, which one has the highest multiplicity?
  C76H73BrN10O4Ti